Record 1
17
Properties=species:S:1:pos:R:3:forces:R:3 method="wB97M-V/def2-TZVPD" orbital_gap_ev=9.1 homo_ev=-8.126 e_lumo_ha=0.0346 relative_energy_kcal_mol=47.7
C -1.009934 -1.363866 -0.962279 1.1292 -2.9889 -4.2020
C -0.735080 -0.190163 -0.493977 1.7967 1.8184 1.6957
C -1.415251 0.282277 0.762891 3.7321 1.6113 1.7346
N 0.297761 0.586662 -0.979461 0.8503 1.7473 -1.3650
C 1.576498 0.765928 -1.064970 -3.7253 0.2215 0.5225
C 2.524704 -0.016093 -0.279121 1.4437 -1.4445 -2.1690
H -0.507060 -1.724306 -1.953183 -0.7802 0.5657 2.1155
H -1.734879 -2.015716 -0.567992 -1.1462 -0.3656 0.3691
H -1.252895 1.382541 0.969253 0.1426 -1.1041 -0.4483
H -0.806927 -0.261222 1.572236 -1.3033 0.9936 -0.6894
H -2.437345 0.175400 0.889861 -1.9328 -0.9476 -0.2179
H 1.886199 1.635129 -1.694493 0.0202 -0.8208 0.4113
H 3.085200 0.563038 0.374140 0.6518 1.4296 1.6630
H 3.388171 -0.325987 -0.973507 -1.3902 -0.3375 0.7945
H 2.001081 -0.810153 0.242814 0.3726 -0.2876 -0.0852
F 0.598188 -2.003764 1.791919 -1.2404 -0.4836 -0.8362
H -0.144537 -2.193460 1.208215 1.3790 0.3927 0.7069

Record 2
18
Properties=species:S:1:pos:R:3:forces:R:3 method="wB97M-V/def2-TZVPD" orbital_gap_ev=9.8 homo_ev=-9.126 smiles="CNCC(=O)[C@@H](C)F" e_lumo_ha=0.0256 relative_energy_kcal_mol=83.6
C -2.787491 -0.052037 -0.132114 -2.0058 0.7501 0.4338
N -1.307747 -0.205260 -0.327481 -4.1917 5.3985 -2.1521
C -0.622847 0.983079 0.293620 -2.2269 -1.5340 0.8483
C 0.786401 0.912980 -0.020817 2.0229 1.9501 1.1302
O 1.651492 1.816604 -0.073078 -3.0377 -2.0380 -0.0815
C 1.189131 -0.516830 -0.231828 4.0166 -0.9061 2.7459
C 2.839146 -0.502725 0.009117 -1.4483 -6.4246 0.7136
F 0.453347 -1.692180 0.280178 2.3198 2.0094 -0.0182
H -3.156881 1.055580 -0.022904 0.8666 -1.9651 -0.9305
H -3.581926 -0.681405 -0.725013 2.1479 1.3645 -0.1096
H -3.104735 -0.433959 0.834288 0.4136 -0.0687 0.8444
H -1.134680 -1.087647 -0.043433 1.3029 -2.6064 1.4965
H -0.725020 0.913307 1.375022 0.5920 -0.3589 0.7900
H -1.196803 1.896261 0.210044 0.1664 0.3101 -1.2233
H 1.138702 -0.584519 -1.245224 -0.3784 -0.7372 -3.0453
H 3.107330 -1.330147 -0.786996 0.0729 1.0893 1.9660
H 3.108007 0.342399 -0.502685 1.1402 2.3301 -0.1905
H 3.344572 -0.833494 1.109298 -1.7729 1.4366 -3.2175

Record 3
18
Properties=species:S:1:pos:R:3:forces:R:3 method="wB97M-V/def2-TZVPD" orbital_gap_ev=10.5 homo_ev=-9.673 smiles=C[C@@H](O)[C@@]1(F)C[C@H]1N e_lumo_ha=0.0321 relative_energy_kcal_mol=15.4
C 1.225629 1.606605 -0.192725 1.3845 0.8206 -0.3685
C 0.855136 0.502778 0.789323 -0.3553 0.8255 0.3183
O -0.237480 0.903289 1.605513 -0.8097 0.4269 -0.5234
C 0.566057 -0.760676 0.006177 0.3336 -0.1809 0.4566
F 1.718080 -1.200717 -0.662439 -0.7490 0.1843 0.2788
C -0.367941 -1.823699 0.470751 0.0944 -0.2269 0.2616
C -0.720524 -0.958550 -0.715476 0.4314 -0.7790 -0.5762
N -1.773788 -0.018068 -0.521365 -0.8614 1.0407 -0.8963
H 1.629273 2.533871 0.294735 -0.7047 -0.8231 -0.1923
H 0.414807 1.871993 -0.883917 -0.1530 -0.0237 0.4530
H 2.036805 1.295787 -0.872698 -0.1813 -0.1766 0.3385
H 1.625458 0.348147 1.556004 0.2696 -0.2363 -0.6344
H -0.972775 1.227046 1.025280 0.8373 -0.7431 0.6494
H -0.079593 -2.868238 0.350887 -0.0993 0.3522 -0.1956
H -0.955595 -1.595589 1.352463 0.2275 0.0062 0.0672
H -0.587515 -1.429513 -1.690403 -0.1205 0.0642 0.0545
H -2.691432 -0.407638 -0.742536 0.3538 -0.1570 0.2583
H -1.684601 0.773173 -1.169574 0.1023 -0.3740 0.2506

Record 4
18
Properties=species:S:1:pos:R:3:forces:R:3 method="wB97M-V/def2-TZVPD" orbital_gap_ev=10.7 homo_ev=-9.728 smiles=C[C@@H]1N[C@@H](CO)[C@@H]1F e_lumo_ha=0.0361 relative_energy_kcal_mol=20.7
C 0.344477 2.336986 -0.287962 0.7352 0.8751 -0.2438
C -0.452216 1.121830 0.242860 -0.1803 -0.1916 -0.8438
N 0.192914 0.071848 1.083846 -0.4545 0.1210 -0.7421
C 0.475571 -0.784297 -0.121075 0.0262 0.4677 -0.2895
C 0.302496 -2.278457 0.151829 -0.0038 0.7811 0.7085
O -0.963226 -2.436148 0.774626 0.4468 0.9105 1.7095
C -0.659901 0.004362 -0.796923 -0.3742 -0.4816 0.2830
F -0.566711 0.324713 -2.126560 0.4531 0.0687 -0.2077
H -0.197265 2.765936 -1.170807 0.2497 -0.3582 0.8196
H 1.391978 2.145238 -0.693214 -1.2870 -0.2681 0.6943
H 0.458535 3.179511 0.464366 -0.2756 -1.1257 -0.6926
H -1.450041 1.408765 0.581615 0.3411 0.5017 0.5305
H 0.910311 0.368394 1.715312 0.6282 0.0091 0.0340
H 1.394279 -0.545523 -0.665721 0.2686 -0.0745 0.2812
H 0.221373 -2.872546 -0.744144 0.4427 -0.0668 -0.4561
H 1.191097 -2.604772 0.774853 -1.0093 -0.0084 -0.4569
H -0.970186 -1.711067 1.478748 -0.1470 -1.2284 -1.1732
H -1.623485 -0.494772 -0.661648 0.1401 0.0684 0.0450

Record 5
18
Properties=species:S:1:pos:R:3:forces:R:3 method="wB97M-V/def2-TZVPD" orbital_gap_ev=10.0 homo_ev=-9.228 smiles=N[C@]1(CCO)C[C@@H]1F e_lumo_ha=0.0294 relative_energy_kcal_mol=77.9
N -0.144531 -1.677656 0.434109 -0.7885 -1.6035 -1.2048
C -0.331012 -0.213921 0.325721 0.2395 -0.3944 2.4852
C -0.296512 0.265435 -1.033210 -0.6955 3.7978 -2.3373
C 1.096179 0.494045 -1.638063 1.6158 0.6555 -1.7208
O 1.821060 -0.692735 -1.549488 -1.0700 -2.0004 3.5032
C 0.190976 0.782985 1.411661 -1.2970 0.5936 -0.5470
C -1.297096 0.486023 1.244681 0.5450 -3.3441 2.2082
F -1.744746 -0.642433 2.121497 0.3619 2.1948 -0.3193
H -0.364368 -2.192906 1.408290 0.2619 1.8608 -3.4692
H -0.515761 -2.182393 -0.557887 1.0389 1.6143 4.1707
H -1.020700 -0.327859 -1.537950 -0.2743 -0.6343 -1.2499
H -0.780628 1.298217 -0.989838 0.4567 -1.0786 -0.2517
H 1.454167 0.908899 -2.735144 -2.2270 -0.7659 2.3650
H 1.556762 1.209231 -0.956547 0.0721 0.4939 0.0939
H 1.434295 -1.043634 -0.608659 1.9197 0.1341 -2.9994
H 0.626837 0.525300 2.373398 0.0757 -0.2592 -0.3406
H 0.431453 1.828905 1.040519 -0.0614 -1.5721 0.3899
H -2.116376 1.174495 1.246908 -0.1736 0.3077 -0.7761

Record 6
22
Properties=species:S:1:pos:R:3:forces:R:3 method="wB97M-V/def2-TZVPD" orbital_gap_ev=9.6 homo_ev=-8.881 e_lumo_ha=0.0265
C -1.870755 -1.454865 0.781279 -0.7154 0.1102 -0.3602
C -2.181138 -0.484020 -0.366082 0.7537 -0.9416 0.3294
P -0.768966 0.537279 -0.973015 -1.0272 1.4846 -0.2450
C -0.159275 -0.323240 -2.487032 -0.2273 -0.4081 0.8958
C 0.693967 0.390019 0.186805 0.1730 0.1236 -0.8792
O 0.438508 0.353711 1.593922 0.1802 -0.9198 -0.1853
S 1.879293 0.662708 2.217764 -0.9417 0.8286 -0.1345
O 2.845562 -0.248910 1.809806 1.4741 -1.6936 -1.4654
O 1.748683 0.847144 3.586351 -0.7503 1.3111 1.8865
O 2.033363 2.012294 1.358404 -0.3797 -0.3256 -0.0078
C 1.538459 1.679750 0.045289 0.6706 0.4978 0.5282
F 2.629269 1.498648 -0.735862 -0.0376 -0.3026 -0.5042
H -1.624087 -0.948669 1.701683 0.2957 0.0636 0.1519
H -1.107164 -2.159358 0.482011 0.3922 -0.1009 0.1485
H -2.772693 -2.027547 0.966978 -0.1653 -0.2341 0.1456
H -2.482490 -1.100366 -1.207722 -0.0766 0.0301 -0.3699
H -3.040167 0.121942 -0.119404 0.0006 0.4847 0.0792
H -0.603084 0.124183 -3.361160 -0.0210 0.3801 -0.2082
H -0.448744 -1.368878 -2.494153 0.2221 -0.3228 0.0778
H 0.916621 -0.221585 -2.505792 0.3175 -0.0411 -0.2909
H 1.352261 -0.412550 -0.143428 -0.0162 -0.3557 0.3399
H 0.982581 2.522308 -0.336641 -0.1214 0.3313 0.0679

Record 7
19
Properties=species:S:1:pos:R:3:forces:R:3 method="wB97M-V/def2-TZVPD" orbital_gap_ev=8.1 homo_ev=-17.355 charge=+2 e_lumo_ha=-0.3400
C -1.674671 -1.498502 -0.394662 -2.3196 -1.2015 1.4249
C -0.598044 -0.523280 -0.488090 -1.8905 1.2738 -2.5017
N -0.780813 0.382382 -1.420103 0.4060 -2.3238 0.9741
C -0.009423 1.499047 -1.749191 0.7957 2.8249 -1.3214
C 1.299959 1.638187 -2.105571 -2.3105 -2.9443 0.2818
I 2.488154 -0.147616 -2.194525 -0.2523 1.0231 -0.5563
N 0.388611 -0.629827 0.340781 2.9728 -0.7943 2.9831
C 1.517570 0.133185 0.547543 2.1625 2.9599 -0.0405
N 2.498926 -0.064524 1.374182 -0.0326 -1.5982 0.2583
H -1.941593 -1.866332 0.695941 0.6264 0.9205 -2.1457
H -1.511158 -2.393431 -1.010083 0.2050 0.1345 0.1072
H -2.555639 -0.961990 -0.828985 0.2418 -0.9643 0.7073
H -1.619178 0.050739 -1.926601 0.5170 1.5921 -0.4565
H -0.703093 2.367356 -1.773771 0.9070 -0.2529 -0.2311
H 1.706307 2.518898 -2.536163 0.3381 0.7699 0.0848
H 0.266081 -1.532234 0.834996 0.8808 0.8098 0.2898
H 1.864499 1.210996 0.219616 -2.9118 -2.0799 -0.4443
H 3.269112 0.557504 1.304959 0.4667 1.1933 -0.0137
H 2.878906 -0.879954 1.806815 -0.8025 -1.3426 0.5999

Record 8
21
Properties=species:S:1:pos:R:3:forces:R:3 method="wB97M-V/def2-TZVPD" orbital_gap_ev="6.5 / 6.9" spin_multiplicity=3 homo_ev="-6.719 / -7.949" e_lumo_ha="-0.0063 / -0.0392"
O 2.109682 0.219698 0.906952 1.8354 -0.8026 1.3306
C 2.119592 1.376732 0.197517 0.3355 0.6084 -2.0044
C 0.763839 1.810136 -0.243905 1.2992 3.0789 -1.6615
O -0.132604 1.247672 0.485196 -3.5379 -1.6127 3.5610
C -1.501401 1.500409 0.883646 0.5230 0.2411 -0.6088
C -2.209778 0.221459 0.436582 -0.3946 0.9551 -0.1072
O -1.465122 -0.888254 0.808477 -2.8955 -2.2181 0.6938
Pd 0.428698 -0.771238 0.973610 1.3383 2.3387 -1.0052
H 2.684607 1.318837 -0.765722 0.2535 -0.1713 0.4417
H 2.560312 2.261474 0.714439 0.1454 -0.5996 0.3838
H 0.574488 2.878639 -0.419912 0.1894 -0.1699 -0.3334
H 0.817924 -2.723091 -2.462929 -3.6061 0.5115 -0.4002
H -1.850024 2.409124 0.379075 -0.1784 -0.2063 0.1137
H -1.526449 1.627339 1.971663 0.2141 0.0370 -0.1837
H -2.319263 0.357231 -0.656031 0.0059 -0.5781 0.1645
H -3.209914 0.119559 0.894267 0.2062 0.3688 -0.2384
C 0.969310 -2.601991 -1.377566 2.4735 1.9416 -1.7525
O 0.317194 -2.294912 -0.225487 -2.9499 -1.8675 -0.3467
Mg -1.736562 -2.917208 0.591209 1.1926 1.0412 -0.4874
H 1.128019 -3.699258 -1.292040 2.6326 0.4387 0.4563
H 1.477449 -1.452361 -1.799038 0.9178 -3.3348 1.9838

Record 9
21
Properties=species:S:1:pos:R:3:forces:R:3 method="wB97M-V/def2-TZVPD" orbital_gap_ev="5.7 / 6.3" spin_multiplicity=5 homo_ev="-10.949 / -11.375" charge=+1 e_lumo_ha="-0.1914 / -0.1882" relative_energy_kcal_mol=146.6
O -1.200766 2.051342 -0.482282 -0.1563 0.9986 0.0107
C -2.174143 1.100907 -0.344904 -1.4563 -1.0259 -1.4132
C -1.658188 -0.204060 0.206723 0.1402 -0.2807 -0.2314
O -0.557729 0.065775 0.889225 1.9787 1.0611 0.6363
C 0.150757 -0.303023 2.082109 -0.3265 -0.4239 0.1239
C 1.557308 -0.574026 1.552026 0.1080 -1.1376 0.7458
O 1.981612 0.416750 0.664752 2.9492 -0.5325 0.6992
Rh 0.648060 1.481374 -0.315515 -2.7964 2.5192 0.6914
H -2.610295 0.803806 -1.329109 -0.0040 0.5759 0.4682
H -3.046531 1.380360 0.287319 0.5835 0.4064 -0.0239
H -2.363037 -0.717954 0.878011 -0.1084 -0.8636 -1.1324
H -0.082573 -1.343149 -2.871467 -0.6348 -0.5853 2.2158
H -0.327465 -1.192386 2.513189 0.3361 0.1623 0.0712
H 0.122759 0.530692 2.794569 -0.2310 -0.0570 -0.3123
H 1.428141 -1.577801 1.102119 0.5729 0.3318 -0.3198
H 2.329733 -0.638707 2.337977 -0.6672 -0.2205 0.1054
C 0.579289 -0.543640 -2.507146 4.9103 2.1843 -2.5424
O 1.261870 0.363762 -1.832304 -2.6720 -5.0622 -2.8467
Mg 3.586096 0.393468 -0.623953 -0.5181 -0.0554 0.5957
H 1.134805 -0.645428 -3.465097 0.2570 0.9979 -0.5329
H -0.759704 -0.848062 -1.536243 -2.2650 1.0069 2.9915

Record 10
16
Properties=species:S:1:pos:R:3:forces:R:3 method="wB97M-V/def2-TZVPD" orbital_gap_ev=10.1 homo_ev=-13.685 smiles=CC#C[C@H](C)[NH3+] charge=+1 e_lumo_ha=-0.1333 relative_energy_kcal_mol=60.1
C 3.175780 -0.166856 0.111824 1.6831 -3.1446 -3.0966
C 1.844731 0.094432 -0.226731 -8.6317 0.7012 -2.6517
C 0.606810 0.105565 -0.585583 5.6967 0.0612 2.6710
C -0.857368 0.002918 -0.601246 -0.2827 0.8754 0.9069
C -1.685051 1.239738 -0.019162 1.7751 -1.2035 -0.0775
N -1.306999 -1.196397 0.434501 1.0762 2.4557 -1.1411
H 3.052748 -1.275341 0.309859 0.8869 0.8038 -0.1422
H 3.481526 0.241712 0.993568 0.9794 1.4947 2.2394
H 3.956249 -0.057377 -0.753706 -1.5544 -0.0138 1.6389
H -1.140224 -0.333350 -1.596235 -0.5461 -0.0075 0.1017
H -1.514343 1.220624 1.037553 -0.1156 -0.3811 1.0163
H -2.750932 1.201485 -0.178105 -0.1707 0.1031 -0.5200
H -1.194719 2.181581 -0.198469 -0.2048 0.3391 -1.0901
H -0.796552 -0.873719 1.325024 -1.4494 -1.1370 -1.3595
H -0.899960 -2.025049 -0.002484 -0.3469 -0.2936 0.6790
H -2.351535 -1.122782 0.381106 1.2050 -0.6531 0.8254

What did the fifth record say?
18
Properties=species:S:1:pos:R:3:forces:R:3 method="wB97M-V/def2-TZVPD" orbital_gap_ev=10.0 homo_ev=-9.228 smiles=N[C@]1(CCO)C[C@@H]1F e_lumo_ha=0.0294 relative_energy_kcal_mol=77.9
N -0.144531 -1.677656 0.434109 -0.7885 -1.6035 -1.2048
C -0.331012 -0.213921 0.325721 0.2395 -0.3944 2.4852
C -0.296512 0.265435 -1.033210 -0.6955 3.7978 -2.3373
C 1.096179 0.494045 -1.638063 1.6158 0.6555 -1.7208
O 1.821060 -0.692735 -1.549488 -1.0700 -2.0004 3.5032
C 0.190976 0.782985 1.411661 -1.2970 0.5936 -0.5470
C -1.297096 0.486023 1.244681 0.5450 -3.3441 2.2082
F -1.744746 -0.642433 2.121497 0.3619 2.1948 -0.3193
H -0.364368 -2.192906 1.408290 0.2619 1.8608 -3.4692
H -0.515761 -2.182393 -0.557887 1.0389 1.6143 4.1707
H -1.020700 -0.327859 -1.537950 -0.2743 -0.6343 -1.2499
H -0.780628 1.298217 -0.989838 0.4567 -1.0786 -0.2517
H 1.454167 0.908899 -2.735144 -2.2270 -0.7659 2.3650
H 1.556762 1.209231 -0.956547 0.0721 0.4939 0.0939
H 1.434295 -1.043634 -0.608659 1.9197 0.1341 -2.9994
H 0.626837 0.525300 2.373398 0.0757 -0.2592 -0.3406
H 0.431453 1.828905 1.040519 -0.0614 -1.5721 0.3899
H -2.116376 1.174495 1.246908 -0.1736 0.3077 -0.7761